{"formula": "C2H2N2", "method": "ωB97M-V/def2-TZVPD", "multiplicity": 1, "molar_mass_g_mol": 54.05, "lumo_ev": [-1.01, -1.00], "relative_energy_ev": 3.811, "orbital_gap_ev": [7.752, 7.769], "e_homo_ha": [-0.322, -0.322], "species": ["N", "C", "N", "C", "H", "H"], "coordinates": [[-1.862990, -0.058255, -0.533101], [0.513253, -0.153794, -0.310699], [-0.946218, -0.460212, -0.074362], [1.010266, 0.773534, 0.427549], [0.291895, 0.890014, 1.267675], [0.993793, -0.991286, -0.777062]], "atomic_forces_ev_per_a": [[-1.606, 0.025, 0.271], [3.601, -0.423, 0.129], [-1.759, -0.806, -0.802], [-0.647, 0.226, 1.258], [0.776, 1.136, -0.168], [-0.365, -0.159, -0.687]]}



{"formula": "C14H19NO3", "method": "ωB97M-V/def2-TZVPD", "multiplicity": 1, "molar_mass_g_mol": 249.31, "lumo_ev": 0.69, "relative_energy_ev": 1.189, "orbital_gap_ev": 9.499, "e_homo_ha": -0.324, "species": ["N", "C", "O", "H", "H", "H", "H", "O", "C", "C", "H", "C", "C", "C", "H", "C", "O", "H", "H", "H", "H", "C", "C", "C", "C", "C", "H", "H", "H", "H", "H", "C", "H", "H", "H", "H", "C"], "coordinates": [[-0.740678, 0.845581, -0.251003], [0.959792, 2.235053, -0.918149], [0.300490, 2.739130, 0.231447], [1.078501, 3.056744, -1.631058], [-2.600293, -0.028848, -2.033711], [1.087811, -0.638185, 2.217533], [-5.028173, -0.355616, 0.762514], [2.289058, 0.802808, 0.548617], [2.137768, -2.574131, -0.929703], [0.027725, 1.125500, -1.435551], [-3.350860, -2.198996, -1.007431], [-2.902689, -0.095144, -0.985496], [2.418877, -1.222171, -0.824020], [2.359896, 1.727078, -0.505083], [1.257525, -4.292547, -0.008127], [-0.599587, 1.823387, 0.681742], [-1.168625, 1.901941, 1.732321], [-5.288565, -2.090561, 0.578606], [2.950315, -0.732054, -1.627132], [0.589544, -3.056451, 2.027185], [-3.810283, -1.497417, 1.328330], [1.476189, -3.239841, 0.086051], [1.102889, -2.545888, 1.226344], [1.376311, -1.197868, 1.342095], [-1.653473, -0.257820, -0.116366], [-3.879146, -1.260096, -0.825728], [2.921990, 2.573244, -0.100928], [-1.128204, -1.184317, -0.375906], [-4.656096, -1.165275, -1.587756], [0.568534, 0.239452, -1.776439], [-0.611291, 1.488350, -2.252321], [-4.539476, -1.302730, 0.547092], [-3.399763, 0.838721, -0.715729], [2.881759, 1.337957, -1.385801], [2.444588, -3.107957, -1.817360], [-1.929136, -0.286839, 0.939060], [2.030404, -0.521489, 0.313286]], "atomic_forces_ev_per_a": [[0.374, 0.123, -0.180], [0.597, -0.410, -0.163], [0.002, 0.351, 0.245], [-0.011, -0.144, 0.057], [-0.002, 0.089, -0.029], [-0.059, 0.092, 0.117], [-0.071, 0.103, 0.082], [-0.011, -0.314, 0.219], [-0.065, -0.084, 0.011], [-0.182, 0.136, -0.223], [-0.022, -0.063, -0.095], [0.124, -0.273, 0.072], [0.139, 0.337, 0.019], [-0.413, 0.528, -0.335], [-0.014, -0.092, -0.002], [-0.198, -0.379, -0.096], [-0.099, 0.212, 0.394], [-0.073, -0.055, 0.095], [0.022, 0.051, -0.027], [-0.045, -0.035, 0.084], [0.026, -0.012, 0.162], [-0.013, -0.155, -0.065], [0.008, 0.012, -0.017], [0.107, 0.229, -0.102], [-0.300, 0.078, -0.001], [-0.005, 0.221, 0.029], [-0.016, -0.099, -0.125], [-0.027, 0.005, 0.075], [0.038, -0.092, -0.040], [-0.030, 0.100, -0.024], [0.102, -0.062, 0.033], [0.076, -0.094, -0.211], [0.002, 0.086, -0.036], [0.003, 0.034, 0.071], [0.025, -0.038, -0.064], [0.061, -0.106, -0.057], [-0.049, -0.281, 0.127]]}



{"formula": "C20H25ClN2O4S2", "method": "ωB97M-V/def2-TZVPD", "multiplicity": 1, "molar_mass_g_mol": 457.02, "lumo_ev": 0.67, "relative_energy_ev": 0.147, "orbital_gap_ev": 8.801, "e_homo_ha": -0.299, "species": ["H", "C", "C", "O", "C", "H", "H", "C", "H", "N", "C", "C", "Cl", "C", "C", "C", "H", "C", "H", "H", "C", "H", "H", "O", "H", "C", "H", "H", "C", "H", "O", "H", "C", "H", "H", "H", "S", "C", "C", "H", "H", "C", "H", "N", "C", "C", "S", "C", "H", "O", "H", "H", "H", "H"], "coordinates": [[-2.113995, 0.314611, 0.926393], [3.343933, -1.567035, 0.201454], [-6.587156, 1.076925, 0.269996], [1.065308, 0.734331, -0.677940], [2.079906, 0.423778, 2.119488], [-7.447369, 4.215594, 1.164276], [-2.232074, 1.099224, -2.031185], [0.425022, -0.279553, -0.887579], [-1.036634, 1.733666, -0.875965], [-0.862721, -0.275745, -1.274194], [-5.439583, 2.681743, -1.068858], [-6.069409, 3.709664, -0.384224], [-4.336919, 3.110928, -2.340926], [1.065582, -1.663396, -0.786029], [6.123006, -1.326167, -0.004485], [4.177553, -2.129510, 1.161212], [-3.226134, 1.567005, 0.298591], [-5.690130, 1.347461, -0.759939], [3.128002, 0.244724, 2.316367], [9.925059, -1.830288, -0.769474], [8.368507, -1.729432, 0.709364], [9.910975, -0.334764, 0.166028], [3.732877, -2.657241, 1.989288], [1.651062, -2.066952, 2.845176], [8.210748, -1.307437, 1.711902], [3.912976, -0.860212, -0.855787], [1.585861, 0.839909, 2.987669], [10.506472, -1.831248, 0.903851], [5.283113, -0.751371, -0.959379], [1.934446, 1.046518, 1.245456], [7.457063, -1.157644, -0.208011], [-4.450383, 0.546986, -2.327965], [9.773257, -1.411080, 0.221349], [-6.773195, 0.044837, 0.527516], [-1.370871, -1.149713, -1.269736], [3.285542, -0.375097, -1.586428], [1.293791, -1.169706, 1.788123], [5.552842, -2.007451, 1.066715], [-2.665672, 0.665793, 0.053240], [6.166607, -2.456675, 1.831154], [8.221661, -2.817343, 0.759144], [-5.008382, 0.217718, -1.454291], [1.627264, -1.890286, -1.694853], [1.956050, -1.733843, 0.349137], [-6.959447, 3.414142, 0.631392], [-1.696401, 0.892026, -1.099817], [-3.857275, -0.659691, -0.318233], [-7.218524, 2.093177, 0.959465], [-5.722959, -0.550454, -1.747137], [-0.109285, -0.977820, 1.541096], [5.732725, -0.210683, -1.777020], [-5.857063, 4.733798, -0.649222], [-7.911131, 1.856662, 1.752391], [0.292650, -2.423414, -0.644164]], "atomic_forces_ev_per_a": [[-0.063, 0.116, 0.026], [0.916, -0.180, 0.108], [-0.031, 0.135, -0.040], [0.256, 0.164, 0.008], [-0.280, -0.674, -0.352], [-0.040, 0.078, 0.045], [0.057, 0.094, 0.146], [-0.160, -0.141, -0.657], [-0.090, -0.066, -0.105], [-0.197, -0.226, -0.128], [-0.208, -0.137, 0.144], [-0.013, 0.082, 0.037], [0.103, 0.096, -0.104], [-0.389, 0.011, 0.042], [-0.205, 0.044, -0.020], [-0.056, 0.013, -0.242], [0.065, 0.072, 0.072], [0.004, 0.205, -0.083], [0.173, -0.019, 0.064], [0.060, -0.046, -0.081], [0.316, -0.115, 0.192], [0.060, 0.095, 0.008], [0.035, -0.124, 0.045], [0.289, 0.010, 0.071], [-0.048, -0.087, -0.101], [-0.081, -0.043, 0.089], [-0.135, -0.075, 0.199], [0.091, -0.034, 0.057], [0.204, -0.099, 0.089], [0.003, 0.053, -0.067], [-0.110, 0.088, -0.158], [-0.172, -0.055, -0.033], [-0.455, -0.033, 0.046], [-0.019, -0.107, 0.049], [0.137, -0.010, 0.010], [-0.080, 0.072, -0.059], [0.260, 0.206, 0.507], [0.348, 0.092, -0.013], [-0.245, -0.222, -0.262], [0.083, -0.035, 0.049], [-0.047, 0.127, 0.034], [0.566, -0.319, 0.243], [-0.050, 0.020, 0.120], [-0.709, 0.460, 0.687], [0.057, 0.047, -0.052], [-0.017, 0.255, -0.038], [-0.093, 0.029, -0.029], [-0.036, -0.097, 0.024], [0.007, 0.021, -0.076], [-0.095, 0.082, -0.203], [0.043, 0.068, -0.103], [0.030, 0.072, -0.039], [-0.066, -0.025, 0.074], [0.026, 0.064, -0.241]]}